8
Properties=species:S:1:pos:R:3 method="wB97M-V/def2-TZVPD" orbital_gap_ev=10.090 smiles="CC1=[PH]=N1" lumo_energy_ev=0.844 de_lowest_ev=1.205 fmax_ha_per_bohr=0.0833 e_tot_ha=-474.62941 homo_energy_ev=-9.25
C 1.046 -0.468 -0.071
C -0.660 -0.249 -0.375
N 1.915 -1.355 0.016
P 2.646 0.323 -0.049
H -1.059 0.169 0.539
H -1.043 -1.239 -0.572
H -0.732 0.424 -1.213
H 2.679 0.554 1.349